Entry 1:
DFT (the ωB97M-V functional and the def2-TZVPD basis) results for 5 unconnected molecules or ions with the total composition C4H21N3O5 at a distorted geometry.

ORCA input file:
```
! RIJCOSX wB97M-V def2-TZVPD def2/J DEFGRID3
* xyz 0 1
N 0.238 -0.233 -3.011
C -1.192 -0.548 -3.137
N -1.934 -0.040 -1.983
C -1.498 -0.514 -0.617
C -1.218 0.629 0.326
N 0.183 1.061 0.097
C 0.663 2.107 0.990
O 0.560 1.714 2.385
H 0.872 -0.685 -3.650
H 0.510 -0.214 -2.041
H -1.365 -1.620 -3.102
H -1.606 0.001 -3.979
H -2.008 0.966 -2.050
H -0.723 -1.274 -0.696
H -2.449 -1.006 -0.405
H -1.394 0.268 1.345
H -1.793 1.519 0.063
H 0.740 0.278 0.438
H 0.196 3.075 0.853
H 1.741 2.027 0.903
H -0.226 2.002 2.856
O -0.171 -0.537 3.826
H -1.007 -0.074 3.924
H 0.317 -0.047 3.141
O 2.470 -2.824 0.926
H 1.708 -3.397 1.089
H 2.326 -2.068 1.501
O -0.291 -2.819 2.431
H -0.029 -2.804 3.359
H 0.029 -1.948 2.193
O 1.526 2.471 -3.316
H 1.116 1.588 -3.279
H 0.805 3.069 -3.086
*
```

* E: -19195.1243 eV
* highest occupied orbital energy: -9.102 eV
* relative energy (zero: lowest compared OMol25 entry of this formula, charge and spin): 34.72 kcal/mol
* SMILES string: NCNCCNCO.O.O.O.O



Entry 2:
DFT (the ωB97M-V functional and the def2-TZVPD basis) results for a molecular structure, C10H8 at a distorted geometry.

ORCA input file:
```
! RIJCOSX wB97M-V def2-TZVPD def2/J DEFGRID3
* xyz 0 1
C -1.862 -1.154 0.549
C -0.942 -0.847 1.558
C -1.611 -0.734 -0.794
C 0.450 -1.279 -0.130
C 0.355 -0.500 1.047
C -0.261 -0.460 -1.067
C 2.090 1.074 0.087
C 1.752 1.090 -1.194
C 0.753 0.891 0.738
C 0.266 0.912 -1.102
H -2.891 -1.353 0.826
H -1.285 -0.672 2.568
H -2.429 -0.325 -1.370
H 0.282 -2.345 -0.103
H 3.041 1.134 0.589
H 2.340 1.175 -2.094
H 0.339 1.693 1.337
H -0.389 1.699 -1.446
*
```

* E: -10492.3159 eV
* highest occupied orbital energy (alpha / beta): -7.848 / -7.851 eV
* relative energy (zero: lowest compared OMol25 entry of this formula, charge and spin): 126.49 kcal/mol



Entry 3:
DFT (the ωB97M-V functional and the def2-TZVPD basis) results for 2 unconnected molecules or ions with the total composition C3H8OS2 at a distorted geometry.

ORCA input file:
```
! RIJCOSX wB97M-V def2-TZVPD def2/J DEFGRID3
* xyz 0 1
C -2.354 0.991 -0.713
C -0.935 1.295 -0.491
O -0.528 1.824 0.514
H -3.023 1.861 -0.802
H -2.789 0.472 0.162
H -2.582 0.410 -1.596
H -0.232 0.797 -1.219
C 1.139 -1.771 1.018
S 1.746 -1.302 -0.638
S 3.379 -0.147 -0.494
H 1.502 -2.725 1.323
H 0.061 -1.679 1.055
H 1.598 -1.069 1.812
H 3.018 1.043 0.069
*
```

* E: -26957.7612 eV
* highest occupied orbital energy: -8.762 eV
* relative energy (zero: lowest compared OMol25 entry of this formula, charge and spin): 19.54 kcal/mol
* SMILES string: CC=O.CSS



Entry 4:
DFT (the ωB97M-V functional and the def2-TZVPD basis) results for 2 unconnected molecules or ions with the total composition C4H12O2 at a distorted geometry.

ORCA input file:
```
! RIJCOSX wB97M-V def2-TZVPD def2/J DEFGRID3
* xyz 0 1
C 0.196 -2.031 -0.289
O 0.176 -1.527 -1.620
C -1.101 -1.610 -2.158
H 1.116 -1.682 0.208
H 0.181 -3.134 -0.268
H -0.674 -1.656 0.277
H -1.254 -2.572 -2.674
H -1.143 -0.799 -2.905
H -1.922 -1.464 -1.435
C 0.248 2.310 0.179
O -0.162 1.332 1.090
C 0.689 1.274 2.188
H -0.114 2.111 -0.844
H 1.343 2.438 0.147
H -0.206 3.251 0.536
H 1.779 1.314 2.023
H 0.446 0.330 2.705
H 0.401 2.116 2.840
*
```

* E: -8435.6865 eV
* highest occupied orbital energy: -9.682 eV
* relative energy (zero: lowest compared OMol25 entry of this formula, charge and spin): 42.14 kcal/mol
* SMILES string: COC.COC



Entry 5:
DFT (the ωB97M-V functional and the def2-TZVPD basis) results for 9 unconnected molecules or ions with the total composition C30H64Br16N2O3Si at a distorted geometry.

ORCA input file:
```
! RIJCOSX wB97M-V def2-TZVPD def2/J DEFGRID3
* xyz 0 1
C -3.679 -6.971 -3.596
C -3.860 -6.107 -2.198
C -4.676 -4.717 -2.583
C -4.995 -3.780 -1.276
O -4.707 -2.345 -1.453
Si -3.034 -1.953 -1.084
N -2.003 -3.471 -1.110
C -2.446 -0.713 -2.471
C -1.829 -1.612 -3.718
C -1.742 -0.755 -5.142
N -2.755 -1.350 -6.098
C -2.784 -1.227 0.721
C -1.269 -0.604 0.952
C -0.260 -1.606 1.791
C 1.141 -1.703 0.897
C 2.481 -1.990 1.796
O 3.134 -3.285 1.553
C 3.667 -3.400 0.187
C 5.233 -2.995 -0.236
O 2.928 -3.898 -0.844
H -4.554 -7.760 -3.608
H -3.798 -6.326 -4.573
H -2.675 -7.611 -3.615
H -4.505 -6.784 -1.456
H -2.842 -5.916 -1.645
H -4.057 -4.085 -3.349
H -5.661 -5.062 -3.160
H -6.165 -3.882 -1.063
H -4.461 -4.160 -0.301
H -1.020 -3.075 -1.183
H -2.033 -3.881 -0.142
H -1.587 0.006 -2.124
H -3.314 -0.052 -2.901
H -0.705 -1.910 -3.465
H -2.418 -2.606 -3.923
H -0.670 -0.895 -5.646
H -1.869 0.411 -4.967
H -2.416 -2.340 -6.268
H -3.703 -1.418 -5.662
H -3.524 -0.296 0.788
H -3.108 -1.991 1.561
H -0.810 -0.442 -0.131
H -1.345 0.426 1.507
H -0.096 -1.184 2.871
H -0.777 -2.676 1.902
H 0.926 -2.487 0.055
H 1.310 -0.665 0.345
H 3.275 -1.143 1.518
H 2.267 -1.825 2.959
H 5.990 -3.604 0.439
H 5.450 -3.360 -1.351
H 5.424 -1.840 -0.234
Br 4.877 1.271 0.030
C 4.160 2.827 0.964
C 3.678 2.460 2.348
Br 1.960 1.540 2.276
H 3.377 3.248 0.328
H 4.995 3.533 1.021
H 3.494 3.360 2.942
H 4.368 1.807 2.889
Br -7.942 -0.667 1.798
C -7.658 -0.471 -0.122
C -8.882 -0.894 -0.902
Br -9.030 -2.836 -0.983
H -6.763 -1.045 -0.373
H -7.456 0.595 -0.271
H -8.804 -0.570 -1.944
H -9.818 -0.519 -0.478
Br 0.772 2.814 -1.568
C -0.055 4.533 -1.159
C 0.952 5.657 -1.239
Br 2.105 5.683 0.333
H -0.523 4.437 -0.176
H -0.835 4.660 -1.917
H 0.446 6.627 -1.237
H 1.605 5.594 -2.114
Br 6.244 6.345 0.037
C 7.025 6.875 1.744
C 6.932 5.758 2.758
Br 5.125 5.605 3.475
H 6.517 7.790 2.057
H 8.071 7.104 1.518
H 7.565 5.972 3.624
H 7.199 4.779 2.351
Br -11.569 -0.509 1.918
C -12.460 -0.368 3.647
C -11.520 0.162 4.705
Br -10.279 -1.219 5.303
H -12.864 -1.356 3.880
H -13.288 0.329 3.484
H -12.075 0.454 5.602
H -10.917 1.009 4.366
Br 1.833 -1.203 -6.083
C 2.458 -3.012 -6.465
C 1.524 -3.724 -7.416
Br -0.090 -4.326 -6.502
H 2.571 -3.520 -5.504
H 3.445 -2.881 -6.919
H 1.990 -4.636 -7.801
H 1.203 -3.102 -8.256
Br 10.741 7.079 0.725
C 11.966 7.512 2.180
C 11.430 7.030 3.508
Br 10.016 8.202 4.166
H 12.134 8.592 2.145
H 12.898 6.995 1.930
H 12.210 7.068 4.274
H 11.015 6.020 3.468
Br 4.620 -0.179 4.976
C 3.903 1.377 5.909
C 3.421 1.010 7.294
Br 1.703 0.090 7.222
H 3.120 1.798 5.274
H 4.738 2.083 5.967
H 3.237 1.910 7.888
H 4.111 0.357 7.835
*
```

* E: -1169824.0672 eV
* highest occupied orbital energy: -8.475 eV
* SMILES string: CCCCO[Si@@](N)(CCCN)CCCCCOC(C)=O.BrCCBr.BrCCBr.BrCCBr.BrCCBr.BrCCBr.BrCCBr.BrCCBr.BrCCBr



Entry 6:
DFT (the ωB97M-V functional and the def2-TZVPD basis) results for a molecular structure, C6H72NO30 at a distorted geometry.

ORCA input file:
```
! RIJCOSX wB97M-V def2-TZVPD def2/J DEFGRID3
* xyz 1 1
C -0.410 1.951 -2.116
O -0.813 0.858 -1.279
C -0.463 -0.440 -1.924
C -0.691 -1.630 -0.970
N 0.242 -1.674 0.167
H 0.111 -2.613 0.575
H 1.097 -1.631 -0.335
C 0.095 -0.534 1.139
C 1.113 -0.682 2.203
O 1.127 0.450 2.960
C 1.470 0.283 4.311
H 0.647 2.033 -2.149
H -0.667 3.002 -1.784
H -1.075 1.939 -2.978
H 0.498 -0.444 -2.262
H -1.125 -0.513 -2.716
H -0.453 -2.495 -1.541
H -1.816 -1.704 -0.619
H -0.791 -0.416 1.590
H 0.094 0.365 0.624
H 2.007 -0.750 1.745
H 0.746 -1.648 2.814
H 0.951 -0.566 4.752
H 1.302 1.346 4.718
H 2.489 0.070 4.323
O -0.483 -4.569 -4.050
H -0.137 -5.385 -4.464
H -0.429 -4.826 -3.138
O 1.365 1.583 7.320
H 1.403 0.912 8.147
H 2.257 2.156 7.408
O -1.642 -0.044 -5.823
H -1.259 -0.600 -5.180
H -2.483 0.245 -5.323
O 4.671 -1.448 0.673
H 5.463 -1.888 0.561
H 4.091 -1.953 1.399
O 2.191 2.504 1.673
H 2.848 2.869 2.292
H 1.873 1.671 2.043
O -3.287 3.856 -3.945
H -3.817 3.052 -4.415
H -2.408 3.672 -4.226
O -2.744 1.806 0.447
H -2.115 1.429 -0.205
H -3.263 2.437 -0.048
O -1.881 5.179 0.739
H -1.910 5.234 1.631
H -1.070 4.724 0.593
O -0.781 -0.477 7.140
H -0.396 0.528 7.202
H -0.633 -1.073 6.353
O 2.791 4.378 -1.379
H 1.973 4.104 -1.009
H 3.085 3.673 -1.955
O -0.904 -2.251 -4.618
H -1.770 -1.952 -4.264
H -1.186 -3.164 -5.079
O 1.752 -4.100 4.529
H 2.413 -3.613 4.237
H 2.281 -4.579 5.190
O -4.221 -2.946 -0.988
H -4.424 -2.214 -0.643
H -4.770 -3.639 -0.844
O -1.332 -3.343 2.087
H -2.238 -3.096 2.454
H -1.083 -4.105 2.520
O 4.346 1.161 2.107
H 4.504 1.543 1.233
H 4.174 0.262 1.684
O -3.942 0.773 -4.664
H -4.837 0.672 -4.988
H -3.693 0.053 -4.005
O -3.417 -1.739 -3.370
H -3.616 -2.081 -2.424
H -3.937 -2.304 -3.906
O 2.137 -1.166 -1.136
H 1.730 -1.406 -2.026
H 3.095 -1.348 -0.935
O 0.780 -2.761 -3.312
H 0.649 -3.672 -2.993
H -0.014 -2.675 -3.786
O 0.686 4.461 0.332
H 0.815 3.640 0.911
H 1.357 5.052 0.681
O -0.448 -2.643 5.612
H -1.128 -3.375 5.831
H 0.188 -3.198 5.063
O -0.689 5.831 -2.549
H -0.003 6.577 -2.373
H -1.536 6.096 -2.349
O 0.671 -4.309 0.382
H 1.589 -4.403 0.823
H 0.916 -4.672 -0.367
O 3.076 2.383 -2.517
H 3.570 1.648 -2.084
H 2.251 2.048 -2.952
O -2.332 -0.391 3.753
H -2.118 0.578 3.571
H -2.949 -0.807 4.504
O -3.590 3.991 -1.181
H -3.172 4.187 -2.030
H -3.125 4.474 -0.351
O 3.183 -2.735 2.875
H 3.403 -3.592 2.541
H 3.913 -2.501 3.542
O 1.289 2.197 -4.787
H 1.680 1.740 -5.646
H 1.065 3.110 -5.003
*
```

* E: -70290.5463 eV
* highest occupied orbital energy: -11.004 eV
* relative energy (zero: lowest compared OMol25 entry of this formula, charge and spin): 91.78 kcal/mol



Entry 7:
DFT (the ωB97M-V functional and the def2-TZVPD basis) results for a molecular structure, C39H38N10OPbS4Se2Te2.

ORCA input file:
```
! RIJCOSX wB97M-V def2-TZVPD def2/J DEFGRID3
* xyz 0 1
Pb 0.865 0.403 0.239
C 0.570 5.520 -1.328
C -0.845 5.868 -1.724
C -1.278 7.193 -1.673
C -2.556 7.562 -2.067
C -3.439 6.599 -2.538
C -3.040 5.275 -2.585
C -1.762 4.906 -2.174
N -1.394 3.531 -2.262
C -0.973 2.753 -1.214
N -1.198 3.306 -0.008
C -0.942 2.911 1.334
C -0.055 1.901 1.702
C 0.180 1.738 3.068
C -0.456 2.505 4.031
C -1.381 3.458 3.629
C -1.637 3.678 2.285
C -2.662 4.704 1.864
N -0.411 1.590 -1.415
C -0.288 1.148 -2.762
C 0.899 1.383 -3.454
C 1.068 0.920 -4.751
C 0.031 0.234 -5.369
C -1.162 0.024 -4.687
C -1.346 0.467 -3.380
C -2.647 0.244 -2.650
H 1.242 6.340 -1.580
H 0.926 4.618 -1.828
H 0.655 5.340 -0.253
H -0.582 7.953 -1.332
H -2.860 8.600 -2.013
H -4.437 6.878 -2.856
H -3.718 4.504 -2.937
H -1.387 3.095 -3.170
H -1.750 4.143 -0.072
H 0.908 1.003 3.391
H -0.237 2.361 5.083
H -1.921 4.042 4.369
H -3.196 5.077 2.737
H -3.405 4.265 1.188
H -2.207 5.569 1.364
H 1.680 1.949 -2.956
H 1.999 1.104 -5.278
H 0.148 -0.129 -6.384
H -1.974 -0.503 -5.178
H -3.267 -0.484 -3.181
H -3.221 1.172 -2.562
H -2.472 -0.108 -1.630
Se 2.820 -1.987 1.796
Te 2.059 -1.704 4.046
Te -0.643 -2.094 4.021
Se -1.492 -1.747 1.790
S -3.411 0.887 0.987
C -4.859 0.370 0.343
N -5.055 -0.969 0.088
C -6.228 -1.486 -0.308
C -7.290 -0.671 -0.517
C -7.036 0.708 -0.367
N -5.897 1.217 0.036
H -4.223 -1.559 0.109
H -6.258 -2.557 -0.453
H -8.256 -1.052 -0.815
H -7.814 1.427 -0.612
C -3.972 -4.222 -2.787
N -2.614 -3.696 -2.822
C -1.825 -3.847 -3.918
C -0.564 -3.392 -3.944
C -0.092 -2.761 -2.748
N -0.861 -2.589 -1.682
C -2.133 -3.035 -1.679
O -2.915 -2.920 -0.725
N 1.170 -2.332 -2.674
H -4.125 -4.865 -3.651
H -4.702 -3.412 -2.803
H -4.121 -4.794 -1.875
H -2.271 -4.356 -4.760
H 0.062 -3.495 -4.818
H 1.786 -2.336 -3.471
H 1.483 -1.903 -1.818
S 4.331 -1.343 -4.287
C 4.171 -0.053 -3.252
S 3.753 -0.216 -1.583
C 3.565 1.526 -1.401
N 3.898 2.162 -2.475
N 4.260 1.278 -3.493
C 4.535 1.875 -4.767
C 5.586 1.424 -5.547
C 5.823 2.023 -6.776
C 5.023 3.068 -7.219
C 3.984 3.526 -6.417
C 3.738 2.933 -5.188
S 2.887 2.212 0.028
H 6.213 0.617 -5.197
H 6.642 1.669 -7.390
H 5.212 3.529 -8.181
H 3.360 4.347 -6.749
H 2.944 3.287 -4.543
*
```

* E: -251878.9477 eV
* highest occupied orbital energy (alpha / beta): -7.329 / -7.295 eV
* relative energy (zero: lowest compared OMol25 entry of this formula, charge and spin): 9.12 kcal/mol